168
Properties=species:S:1:pos:R:3:forces:R:3:lowdin_charge:R:1 method="wB97M-V/def2-TZVPD" orbital_gap_ev=6.90
C 17.811 25.515 -16.305 0.28 -0.02 -0.32 -0.069
C 18.332 24.151 -16.744 0.10 -0.18 -0.15 -0.417
C 19.569 24.236 -17.681 -1.88 0.95 -1.01 -0.146
O 19.162 24.856 -18.931 0.62 -0.73 1.04 -0.158
C 20.246 25.050 -19.850 -5.72 -1.26 1.45 -0.185
N 18.666 23.440 -15.518 0.32 -0.20 0.54 0.030
H 18.660 26.020 -15.844 -0.35 -0.07 0.01 0.023
H 17.002 25.395 -15.584 0.17 -0.07 0.11 0.088
H 17.437 26.163 -17.098 0.13 -0.23 -0.29 0.083
H 17.514 23.595 -17.202 0.15 -0.06 -0.39 0.139
H 19.941 23.235 -17.899 0.41 -0.03 0.26 0.128
H 20.277 24.938 -17.239 0.52 -0.45 0.38 0.109
H 20.576 24.108 -20.288 -0.16 -0.30 -0.24 0.136
H 21.150 25.587 -19.560 -3.32 -0.41 2.75 0.003
H 19.683 25.621 -20.587 0.05 -0.03 -0.31 0.124
H 18.865 22.456 -15.620 -0.21 -0.15 -0.44 0.069
H 19.516 23.816 -15.125 0.11 0.31 0.25 0.068
C 25.503 21.185 -19.639 -0.02 0.01 1.49 -0.065
C 24.743 21.708 -20.817 -1.36 -0.17 0.61 -0.448
C 24.419 23.251 -20.846 -0.86 -1.31 0.47 -0.160
O 23.497 23.632 -19.810 2.38 -3.60 0.34 -0.105
C 22.885 24.849 -19.872 3.70 -4.61 2.96 -0.181
N 25.404 21.205 -21.981 0.61 0.83 -0.89 0.035
H 25.854 20.157 -19.732 -0.52 -0.21 -0.42 0.081
H 24.881 21.235 -18.745 0.15 0.07 0.15 0.082
H 26.436 21.705 -19.423 -0.05 0.59 -0.13 0.069
H 23.788 21.193 -20.923 -0.51 0.22 0.90 0.134
H 23.899 23.403 -21.791 0.05 0.23 -0.38 0.119
H 25.364 23.793 -20.836 -0.74 -0.23 -0.36 0.058
H 23.374 25.563 -19.210 0.21 -0.53 0.08 0.098
H 21.897 24.668 -19.449 2.21 -0.47 -0.42 0.066
H 22.948 25.377 -20.824 1.92 -14.51 1.26 0.018
H 25.126 21.857 -22.700 0.49 -0.23 -0.90 0.065
H 26.397 21.283 -21.812 0.37 0.14 -0.54 0.069
C 18.215 34.349 -23.534 -1.67 2.17 -2.52 -0.108
C 19.443 33.774 -22.978 -2.78 0.83 1.40 -0.486
C 20.564 34.191 -23.745 3.72 -0.14 -1.03 -0.188
O 20.659 33.569 -25.023 -0.46 0.64 0.46 -0.106
C 21.108 32.256 -25.063 -0.32 -0.19 -1.54 -0.109
N 19.492 34.241 -21.599 1.47 -1.05 0.76 0.099
H 17.945 33.822 -24.449 0.05 0.77 -0.63 0.108
H 18.381 35.393 -23.797 0.16 0.28 -0.07 0.111
H 17.311 34.332 -22.925 1.46 0.71 -0.62 0.038
H 19.376 32.689 -23.058 -0.30 1.41 0.47 0.077
H 21.431 33.854 -23.177 0.57 0.29 0.18 0.126
H 20.660 35.264 -23.912 -0.20 0.01 0.05 0.145
H 22.012 31.911 -24.561 -0.96 2.05 1.28 0.051
H 21.350 32.164 -26.122 0.06 -0.27 -0.26 0.117
H 20.400 31.443 -24.903 -0.49 0.65 0.30 0.077
H 18.809 33.687 -21.103 0.60 0.23 0.44 0.060
H 19.219 35.210 -21.525 -0.05 0.11 -0.12 0.093
C 20.311 28.639 -26.532 0.42 -0.03 0.95 0.019
C 20.156 28.979 -25.031 -0.56 1.36 0.57 -0.295
C 19.102 28.178 -24.300 -0.41 -3.04 -1.21 -0.180
O 17.818 28.513 -24.825 2.09 -2.24 -2.51 -0.251
C 16.745 27.721 -24.496 -0.31 -1.55 -0.10 -0.101
N 21.378 28.895 -24.317 -0.91 0.07 -0.30 0.026
H 20.808 27.672 -26.615 -0.72 -0.13 -0.10 0.051
H 21.102 29.285 -26.913 -1.54 0.38 -0.17 0.039
H 19.381 28.669 -27.100 0.13 0.15 0.13 0.099
H 19.848 30.016 -24.897 -0.49 -0.45 -1.08 0.088
H 18.961 28.210 -23.220 1.93 -0.71 -0.47 0.092
H 19.407 27.134 -24.374 -0.49 -0.74 -0.98 0.137
H 16.124 27.705 -25.392 -0.58 0.11 0.46 0.103
H 16.242 27.963 -23.560 -0.35 0.95 -0.01 0.099
H 17.002 26.683 -24.283 0.50 -0.35 -0.37 0.091
H 21.387 29.231 -23.364 -0.84 -0.36 -1.39 -0.017
H 22.203 29.277 -24.756 -4.14 -1.68 1.39 -0.076
C 15.903 32.397 -20.440 2.57 0.51 -1.58 0.002
C 16.540 33.103 -21.755 -1.28 -0.69 2.80 -0.429
C 17.042 32.218 -22.854 0.35 -3.61 -0.58 -0.177
O 17.612 30.970 -22.383 -2.16 1.05 2.12 -0.199
C 18.058 30.120 -23.391 -2.36 3.99 0.06 -0.137
N 15.505 34.008 -22.195 -1.12 0.44 -0.71 0.024
H 14.841 32.164 -20.512 0.25 -0.04 0.03 0.072
H 16.181 33.091 -19.647 -0.77 0.00 0.18 0.072
H 16.572 31.548 -20.297 -0.62 -0.49 0.24 0.063
H 17.348 33.713 -21.351 -0.67 -0.36 0.02 0.085
H 17.805 32.601 -23.532 -1.24 -0.76 0.71 0.064
H 16.189 31.996 -23.496 -0.41 -0.33 -0.20 0.138
H 18.918 30.664 -23.779 -0.13 -0.89 -0.34 0.069
H 17.345 30.165 -24.214 -0.29 0.40 0.64 0.128
H 18.259 29.100 -23.063 -1.45 2.97 1.37 0.072
H 15.578 34.239 -23.175 0.40 0.41 -0.26 0.069
H 14.637 33.492 -22.224 -0.35 -0.12 0.46 0.072
C 19.350 27.519 -13.920 -0.45 -1.47 -0.89 -0.063
C 20.461 27.908 -14.921 -2.45 -1.97 -0.52 -0.446
C 19.784 28.383 -16.274 0.48 1.01 2.23 -0.181
O 20.731 28.742 -17.222 0.18 -0.33 -0.39 -0.147
C 21.087 27.682 -18.086 0.08 1.43 0.31 -0.087
N 21.181 28.840 -14.177 1.38 3.24 0.34 0.013
H 19.805 27.241 -12.969 -0.24 0.46 0.19 0.078
H 18.757 26.653 -14.213 0.35 -0.21 0.02 0.039
H 18.565 28.273 -13.866 0.54 0.54 0.43 0.089
H 21.230 27.147 -15.054 -0.82 -1.33 -0.94 0.129
H 19.259 29.299 -16.003 0.03 0.32 0.12 0.130
H 18.978 27.752 -16.650 0.49 -0.50 -0.05 0.098
H 20.261 27.445 -18.755 -0.09 -0.09 -0.10 0.108
H 21.405 26.779 -17.563 0.11 -0.13 0.20 0.102
H 21.925 28.109 -18.636 -0.37 -0.32 0.22 0.059
H 21.620 28.342 -13.416 0.09 0.20 0.18 0.079
H 21.925 29.213 -14.749 0.32 0.34 0.03 0.081
C 22.002 26.618 -20.660 -1.87 6.19 -3.11 -0.087
C 21.932 27.869 -21.595 -2.26 -0.16 0.77 -0.281
C 20.728 28.804 -21.437 -1.39 -3.18 0.75 -0.102
O 20.456 29.617 -22.575 -1.10 3.35 6.06 -0.252
C 20.191 30.944 -22.098 1.26 -0.05 1.64 -0.047
N 23.143 28.526 -21.384 -7.25 4.59 -1.05 -0.119
H 22.879 26.014 -20.892 -2.53 14.76 -3.01 -0.009
H 21.145 25.945 -20.627 2.28 2.48 -3.27 0.019
H 22.280 26.855 -19.634 -0.51 0.38 -0.80 0.064
H 22.024 27.606 -22.649 -1.30 -0.88 2.44 0.087
H 20.706 29.198 -20.421 -0.13 1.03 -0.64 0.116
H 19.854 28.154 -21.401 -0.44 -0.51 0.07 0.130
H 19.372 30.753 -21.404 0.05 1.27 -0.18 0.126
H 20.052 31.701 -22.870 0.20 -2.09 0.34 0.040
H 21.039 31.336 -21.537 0.05 -0.28 0.17 0.092
H 23.659 27.659 -21.336 -3.07 1.38 -5.60 -0.018
H 23.218 29.073 -22.230 0.25 -1.18 2.01 -0.010
C 23.880 31.700 -22.856 -0.58 1.03 -0.70 0.000
C 23.389 30.457 -23.583 0.10 0.27 -1.18 -0.373
C 23.376 30.468 -25.163 1.85 1.30 0.72 -0.110
O 22.894 29.229 -25.708 6.10 1.19 -6.27 -0.211
C 23.051 29.246 -27.112 1.44 -0.15 -1.79 -0.097
N 24.160 29.315 -23.191 2.93 1.08 -4.38 0.058
H 23.165 32.158 -22.173 -0.38 -0.39 0.06 0.072
H 23.982 32.483 -23.608 0.66 0.27 0.05 0.088
H 24.778 31.582 -22.249 0.22 -0.27 -0.48 0.097
H 22.324 30.255 -23.460 1.02 0.97 1.46 0.106
H 24.434 30.542 -25.415 -0.07 0.61 -0.64 0.148
H 22.678 31.258 -25.439 1.81 -0.85 -1.31 0.067
H 22.542 28.423 -27.614 0.20 -0.16 0.57 0.092
H 24.089 29.210 -27.444 0.47 -0.29 0.52 0.102
H 22.715 30.133 -27.649 -0.52 0.47 0.62 0.105
H 23.885 28.634 -23.885 0.34 -1.00 0.20 0.099
H 25.139 29.480 -23.376 0.48 0.29 -0.04 0.131
C 24.319 28.227 -19.749 4.11 -1.11 3.03 -0.090
C 25.146 27.314 -18.892 0.97 1.01 1.11 -0.377
C 26.522 27.012 -19.459 -0.50 0.18 -1.56 -0.204
O 27.170 25.923 -18.898 0.14 0.61 2.40 -0.160
C 27.144 24.725 -19.570 0.92 -0.10 -0.70 -0.109
N 25.393 27.992 -17.601 -0.28 -0.67 0.55 0.059
H 24.869 29.110 -20.075 0.29 0.23 0.38 0.125
H 23.429 28.609 -19.249 0.65 -0.55 -0.01 0.074
H 24.180 27.773 -20.730 5.20 -0.44 6.90 -0.001
H 24.579 26.385 -18.838 0.57 -0.09 0.63 0.110
H 27.147 27.902 -19.382 0.12 0.09 0.31 0.140
H 26.457 26.794 -20.525 0.07 0.48 0.25 0.080
H 26.197 24.414 -20.009 0.38 0.55 1.09 0.040
H 27.560 23.982 -18.888 -0.26 -0.19 -0.14 0.100
H 27.835 24.850 -20.403 0.27 -0.50 -0.52 0.099
H 26.213 27.611 -17.151 0.39 -0.17 0.00 0.060
H 24.662 27.710 -16.963 -0.40 0.31 0.24 0.060
O 22.380 30.644 -20.005 -0.23 1.61 0.95 -0.053
H 22.927 30.595 -20.789 0.25 -0.55 0.14 0.007
H 22.145 29.734 -19.820 0.51 0.12 -0.19 -0.009
C 22.010 26.164 -25.287 1.04 1.15 0.25 -0.064
O 22.197 26.890 -24.020 2.88 -9.88 -2.83 -0.181
H 22.633 25.296 -25.504 0.58 -0.20 1.26 0.079
H 21.024 25.761 -25.516 -0.40 0.67 0.38 0.082
H 22.389 26.844 -26.049 -0.57 0.00 -0.37 0.054
H 21.745 27.737 -24.001 -1.83 2.49 -1.91 -0.128
C 25.162 26.015 -22.520 1.77 0.10 0.28 -0.090
O 23.969 26.699 -22.388 2.32 -3.75 -2.05 -0.167
H 25.163 24.929 -22.426 -0.48 0.06 0.01 0.064
H 25.636 26.221 -23.480 0.29 0.25 -0.12 0.100
H 25.743 26.434 -21.699 0.44 -0.61 -0.84 0.059
H 23.560 26.621 -23.253 -1.65 0.21 -0.47 0.054